Below is a gas-phase ion, C4H14N3 (charge +1), with properties calculated with the ωB97M-V functional and the def2-TZVPD basis.

Element x y z (Å)
C  -1.1508  0.0646  1.5613
C  -0.9701  -0.7500  -1.2548
C  0.8814  -1.8062  -0.0997
C  0.4957  1.6993  0.5034
N  1.4706  1.6771  -0.4698
N  0.0457  0.3007  0.6775
N  0.2675  -0.5257  -0.5175
H  -1.3652  -1.0506  1.6145
H  -0.7876  0.2110  2.5398
H  -2.1875  0.6025  1.2551
H  -1.4463  0.1877  -1.7119
H  -0.5817  -1.3216  -2.0292
H  -1.8078  -1.1974  -0.7683
H  0.2140  -2.0926  0.7068
H  0.8741  -2.5495  -0.8819
H  1.8224  -1.6822  0.2935
H  -0.4198  2.3518  0.2166
H  0.6532  2.0465  1.5376
H  1.4664  2.4249  -1.0205
H  2.4011  1.2510  -0.2676
H  0.7482  0.2706  -1.0002

Calculated values
total charge: +1
spin multiplicity: 3
expectation value of S²: 2.0063
energy above the lowest of the compared OMol25 structures with the same formula, charge and spin: 95.44 kcal per mole
LUMO energy (alpha / beta): -2.3 / -6.7 eV
E_tot: -324.5006 Eh
Kohn-Sham gap (alpha / beta): 4.876 / 8.113 eV